No. 1
Computed, not measured: a 2-piece molecular cluster, C14H19F13NO3S overall, with ωB97M-V with the def2-TZVPD basis set.

Each line ends with the natural charge from an NBO analysis.
Element x y z (Å)
F1 -1.40638 -1.37161 0.40012  -0.332
C1 -1.58281 -1.89093 -0.85208  0.649
F2 -1.41806 -3.23870 -0.74120  -0.317
C2 -0.55378 -1.33607 -1.82294  -0.466
C3 0.86827 -1.39585 -1.24311  -0.412
C4 1.28117 -0.32326 -0.21252  -0.240
C5 2.81107 -0.13576 -0.22361  -0.417
C6 3.31096 0.62534 -1.44374  -0.225
N1 2.57994 1.93301 -1.61715  -0.495
C7 1.08644 1.73931 -1.67040  -0.224
C8 0.65159 1.05562 -0.38658  -0.431
C9 -3.07101 -1.65841 -1.29024  0.586
F3 -3.84278 -2.65177 -0.82728  -0.284
F4 -3.11164 -1.67021 -2.64553  -0.313
C10 -3.66312 -0.30859 -0.77815  0.581
F5 -3.90495 -0.42717 0.53008  -0.281
F6 -2.72520 0.66560 -0.96175  -0.329
C11 -4.93959 0.11896 -1.58863  0.466
F7 -5.68849 -0.95968 -1.77332  -0.289
F8 -4.51687 0.55744 -2.77268  -0.295
S1 -6.04765 1.45856 -0.78399  2.376
F9 -7.28653 0.94030 -1.61613  -0.445
F10 -5.72383 2.50778 -1.92284  -0.450
F11 -4.79960 2.00418 0.04346  -0.466
F12 -6.37015 0.42004 0.37061  -0.453
F13 -6.96465 2.51712 -0.07428  -0.430
H1 -0.60574 -1.97082 -2.70979  0.254
H2 -0.86595 -0.34037 -2.13761  0.220
H3 0.95259 -2.36440 -0.74091  0.244
H4 1.57195 -1.44762 -2.07668  0.201
H5 1.02642 -0.65934 0.79122  0.272
H6 3.11765 0.38860 0.68247  0.237
H7 3.29219 -1.11607 -0.24900  0.245
H8 4.37302 0.86293 -1.36124  0.232
H9 3.16833 0.07553 -2.37415  0.218
H10 2.89243 2.37094 -2.48424  0.434
H11 2.81599 2.57652 -0.86074  0.430
H12 0.90487 1.14659 -2.56752  0.217
H13 0.61414 2.71355 -1.78828  0.237
H14 -0.43079 1.04289 -0.28884  0.261
H15 1.01247 1.68062 0.44267  0.224
C12 5.03724 -0.69778 4.10112  -0.101
C13 4.22610 -0.40212 5.34919  -0.102
O1 3.07881 0.26999 4.80652  -0.473
C14 2.93292 -0.09447 3.52522  0.979
O2 1.97526 0.14365 2.85429  -0.614
O3 4.01646 -0.77473 3.09035  -0.499
H16 5.58404 -1.63484 4.14187  0.215
H17 5.71828 0.11457 3.84469  0.189
H18 3.88917 -1.30681 5.85530  0.198
H19 4.72982 0.24774 6.05795  0.216

Computed properties:
* total energy: -68614.3793 eV
* frontier orbital gap: 10.8 eV
* molecular weight: 528.35 g mol⁻¹
* total charge: +1

No. 2
Computed, not measured: one molecule with the formula C3H8N2O2S, with ωB97M-V with the def2-TZVPD basis set.

Each line ends with the natural charge from an NBO analysis.
Element x y z (Å)
H1 -0.08796 -1.75840 -1.16696  0.384
N1 0.91347 -1.41305 -1.07221  -0.732
C1 1.18319 -0.62202 -0.13089  0.673
N2 2.39700 0.11117 -0.03750  -0.344
O1 1.84919 1.39862 0.00393  -0.580
O2 0.44251 -0.36129 1.08907  -0.545
C2 -0.94764 -0.74903 1.12158  -0.213
S1 -1.86394 -0.24434 -0.36006  0.139
C3 -1.71615 1.61050 -0.35588  -0.757
H2 2.72866 0.01018 -1.06938  0.368
H3 2.01693 1.71926 0.96415  0.480
H4 -1.34363 -0.47379 2.06640  0.209
H5 -1.16656 -1.82835 1.01833  0.196
H6 -2.35201 1.77224 0.62107  0.232
H7 -1.98274 1.95790 -1.37097  0.245
H8 -0.61294 1.88810 -0.08657  0.245

Computed properties:
* total energy: -21147.6836 eV
* relative energy (zero: lowest compared OMol25 entry of this formula, charge and spin): 72.9 kcal per mole
* frontier orbital gap: 9.6 eV
* SMILES string: [H]/N=C(/NO)OCSC
* molecular weight: 136.18 g mol⁻¹

No. 3
Computed, not measured: one molecule with the formula C6H6O2, with ωB97M-V with the def2-TZVPD basis set.

Each line ends with the natural charge from an NBO analysis.
Element x y z (Å)
O1 -2.17691 -0.01591 1.37435  -0.661
C1 -1.08465 -0.35008 2.08907  0.200
C2 0.13621 -0.43200 1.53405  -0.418
C3 0.40827 -0.25475 0.11264  0.275
C4 1.47517 0.25237 -0.58465  -0.309
C5 1.11496 0.42818 -1.89374  -0.304
C6 -0.19477 0.28255 -1.93687  0.104
O2 -0.73876 -0.16512 -0.71961  -0.472
H1 -1.82138 0.21834 0.55326  0.490
H2 -1.36860 -0.62624 3.19691  0.197
H3 1.01066 -0.45232 2.14312  0.232
H4 2.41527 0.47839 -0.20413  0.226
H5 1.65565 0.29291 -2.92185  0.246
H6 -0.83114 0.34367 -2.74254  0.195

Computed properties:
* total energy: -10411.7076 eV
* relative energy (zero: lowest compared OMol25 entry of this formula, charge and spin): 39.2 kcal per mole
* frontier orbital gap: 8.9 eV
* SMILES string: O/C=C\c1ccco1
* molecular weight: 110.11 g mol⁻¹

No. 4
Computed, not measured: a 8-piece molecular cluster, C27H42ClO17 overall, with ωB97M-V with the def2-TZVPD basis set.

Each line ends with the Mulliken charge.
Element x y z (Å)
Cl1 0.05334 -1.27347 0.54867  1.539
O1 1.29729 -0.78182 1.12247  -0.596
O2 -1.00937 -0.31804 0.81423  -0.605
O3 0.14905 -1.39787 -0.87795  -0.593
O4 -0.26708 -2.54170 1.13902  -0.712
O5 -5.77782 -3.72541 -0.32753  -0.607
C1 -5.23016 -2.87963 0.30114  0.425
O6 -4.55388 -1.86866 -0.26636  -0.237
C2 -4.42270 -0.79187 0.66797  -0.126
C3 -4.18185 -1.54480 1.96431  -0.266
C4 -5.08400 -2.79262 1.80773  -0.474
H1 -5.30061 -0.13760 0.58663  0.310
H2 -3.59632 -0.13453 0.41999  -0.039
H3 -4.44993 -1.03053 2.89019  0.432
H4 -3.15079 -1.85813 2.10793  0.026
H5 -6.04837 -2.61392 2.28797  0.252
H6 -4.72195 -3.73884 2.19899  0.296
O7 2.59904 2.31906 6.61698  -0.597
C5 1.91652 2.20121 5.65559  0.461
O8 1.21605 1.08317 5.40670  -0.315
C6 0.62697 1.15814 4.09862  0.089
C7 1.48202 2.18432 3.34417  0.081
C8 1.80796 3.14944 4.47076  -0.466
H7 -0.40873 1.50168 4.17484  0.166
H8 0.65053 0.19536 3.59613  -0.194
H9 0.95164 2.51802 2.45377  0.237
H10 2.36774 1.66977 2.96647  -0.084
H11 0.89472 3.65662 4.82696  0.257
H12 2.66024 3.80565 4.37848  0.319
O9 0.18125 3.65498 -4.48522  -0.583
C9 -0.05171 3.56488 -3.31353  0.432
O10 0.29118 2.47893 -2.58752  -0.127
C10 0.00646 2.61272 -1.17905  0.287
C11 -0.73968 3.97301 -1.05259  -0.590
C12 -0.80285 4.57518 -2.46331  -0.600
H13 0.91528 2.69746 -0.58810  0.173
H14 -0.67864 1.87442 -0.77354  -0.122
H15 -0.18407 4.70905 -0.47327  0.361
H16 -1.75446 3.79692 -0.70132  0.281
H17 -0.44029 5.59456 -2.51590  0.327
H18 -1.80422 4.53888 -2.90198  0.204
O11 2.06083 -0.05924 -7.08146  -0.620
C13 2.05581 -0.48379 -5.96668  0.358
O12 2.70217 -1.62653 -5.62926  -0.370
C14 2.61159 -1.80070 -4.19643  -0.523
C15 1.37138 -1.01423 -3.78245  0.480
C16 1.39837 0.15862 -4.76284  -0.069
H19 3.50179 -1.73972 -3.56915  0.236
H20 2.34827 -2.85500 -4.04113  0.305
H21 1.52185 -0.65769 -2.76710  -0.235
H22 0.46909 -1.58598 -3.95914  0.158
H23 2.00365 1.00319 -4.44384  0.221
H24 0.38660 0.40307 -5.07170  0.099
O13 7.12775 -0.85810 -0.83018  -0.587
C17 6.23972 -0.18183 -0.46333  0.461
O14 5.15147 0.01770 -1.22916  -0.347
C18 4.07060 0.65822 -0.51872  0.252
C19 4.52866 0.61544 0.93799  -0.162
C20 6.04820 0.49753 0.86078  -0.639
H25 3.15407 0.07053 -0.62753  -0.225
H26 3.77591 1.59293 -1.00288  0.179
H27 4.08516 -0.18466 1.52570  0.280
H28 4.33823 1.51189 1.53720  0.187
H29 6.41016 -0.08502 1.70581  0.314
H30 6.60915 1.43261 0.89980  0.286
O15 -1.71531 -1.11588 -4.92638  -0.556
C21 -2.54578 -0.47395 -4.39461  0.360
O16 -3.66325 -0.10647 -5.04278  -0.403
C22 -4.48783 0.69034 -4.19178  -0.581
C23 -4.15567 0.14897 -2.78211  -0.452
C24 -2.63722 -0.05987 -2.93537  0.563
H31 -5.54212 0.49637 -4.37819  0.387
H32 -4.26136 1.74616 -4.35322  0.255
H33 -4.68679 -0.80116 -2.74066  0.271
H34 -4.51851 0.77814 -1.97256  0.343
H35 -2.27872 -0.83634 -2.26394  0.236
H36 -2.00323 0.83441 -2.90526  -0.491
C25 0.25386 -2.33716 4.89187  -0.758
C26 -0.21021 -3.72682 5.26249  0.622
O17 -1.19592 -3.91092 5.90762  -0.572
C27 0.67769 -4.83664 4.78719  -1.081
H37 0.58206 -2.32647 3.85134  0.162
H38 1.02878 -1.93639 5.54657  0.399
H39 -0.60431 -1.67692 5.02447  0.305
H40 1.73945 -4.61282 4.81870  0.321
H41 0.40856 -5.02996 3.73675  0.251
H42 0.43760 -5.81990 5.19605  0.357

Computed properties:
* total energy: -76005.9738 eV
* relative energy (zero: lowest compared OMol25 entry of this formula, charge and spin): 42.6 kcal per mole
* frontier orbital gap: 9.2 eV
* molecular weight: 674.07 g mol⁻¹
* total charge: -1